[1]
{"formula": "C4H8NO2", "method": "ωB97M-V/def2-TZVPD", "species": ["C", "C", "C", "C", "N", "O", "O", "H", "H", "H", "H", "H", "H", "H", "H"], "positions_angstrom": [[2.86490, 0.06870, -0.19450], [1.55830, 0.12960, -0.45337], [-0.88013, -0.65899, -0.70668], [0.63562, -0.96522, -0.19407], [-1.65124, 0.70716, -0.27705], [-1.68109, -1.66164, -0.29516], [0.79621, -2.02870, 0.31896], [3.51427, 0.90906, -0.38391], [3.32197, -0.82156, 0.20384], [1.12588, 1.02817, -0.87420], [-0.85741, -0.57123, -1.80119], [-2.64057, 0.45213, -0.40484], [-1.40298, 1.50734, -0.86110], [-1.50052, 0.91767, 0.71638], [-1.17674, -2.27464, 0.28078]], "forces_ev_per_a": [[1.1, -0.1, 0.3], [-1.1, -0.7, 0.1], [1.1, -0.9, -0.1], [-1.6, 7.4, -3.4], [0.6, -1.1, 0.4], [-0.3, -0.4, 0.5], [0.9, -4.8, 2.4], [0.0, 0.1, -0.1], [0.1, -0.1, 0.1], [-0.2, -0.1, 0.0], [0.1, 0.2, 0.2], [0.2, 0.2, 0.0], [0.0, 0.0, 0.1], [0.0, 0.1, -0.2], [-0.7, 0.3, -0.3]], "homo_ev": [-10.99, -14.45], "orbital_gap_ha": [0.266, 0.236], "e_tot_ev": -9850.91958, "de_lowest_kcal_mol": 20.63, "spin_multiplicity": 3, "lumo_ev": [-3.743, -8.031], "s2": 2.028, "charge": 1}

---

[2]
{"formula": "H26NO11", "method": "ωB97M-V/def2-TZVPD", "species": ["N", "H", "H", "H", "H", "O", "H", "H", "O", "H", "H", "O", "H", "H", "O", "H", "H", "O", "H", "H", "O", "H", "H", "O", "H", "H", "O", "H", "H", "O", "H", "H", "O", "H", "H", "O", "H", "H"], "positions_angstrom": [[27.18700, 19.23700, 12.03200], [26.74900, 19.14300, 11.16200], [26.86400, 20.09600, 12.38300], [28.25200, 19.35400, 11.93300], [27.06000, 18.51400, 12.47600], [29.05000, 21.99800, 12.01800], [29.70700, 22.61400, 11.76200], [28.72600, 22.23500, 12.80800], [28.47900, 20.58400, 15.07400], [29.33200, 20.74800, 15.58000], [28.75700, 19.80000, 14.80200], [25.22000, 19.86100, 14.88600], [24.57100, 19.59100, 14.20900], [25.21300, 19.26100, 15.51100], [24.62700, 21.62000, 12.30400], [24.99200, 22.04000, 13.06800], [25.02500, 21.91400, 11.53900], [29.29700, 16.86400, 11.58200], [30.12200, 17.38300, 11.50000], [29.25400, 16.34100, 10.83100], [25.44000, 16.29600, 12.80400], [24.52800, 16.11300, 13.29000], [26.01100, 15.48600, 12.39100], [28.62800, 17.91000, 14.30800], [29.40100, 18.08100, 13.95400], [28.80000, 17.22000, 14.90400], [26.71400, 22.41600, 10.59400], [26.57700, 23.01700, 9.87800], [27.58300, 22.70400, 11.02400], [29.34100, 19.05400, 9.58500], [29.15900, 19.70300, 8.86200], [29.41200, 18.23700, 9.09600], [31.02700, 19.52700, 11.93700], [30.95200, 20.43100, 12.22800], [30.66700, 19.58900, 11.08700], [26.05000, 20.33000, 8.39300], [25.48400, 19.54900, 8.81000], [27.06800, 20.16900, 8.49600]], "forces_ev_per_a": [[5.3, 8.8, -5.8], [-0.4, -0.2, -2.1], [-1.1, 1.3, 1.5], [-1.7, -0.3, -0.3], [-2.1, -9.7, 7.0], [0.9, -2.4, -4.4], [1.1, 1.1, -0.2], [-1.7, 1.4, 5.0], [0.9, 5.8, 2.8], [-1.7, 0.8, -0.4], [0.7, -6.2, -2.4], [-0.3, 4.6, -5.8], [0.3, 0.3, 0.6], [-0.1, -4.8, 5.0], [-2.0, -2.3, 2.1], [0.4, 0.6, 0.5], [1.7, 1.4, -2.4], [0.6, 2.1, 2.1], [-0.5, -0.4, 0.2], [-0.1, -1.7, -2.2], [-0.1, -1.8, -0.2], [3.3, -0.5, -1.9], [-3.1, 2.5, 2.0], [-6.0, 0.2, 1.5], [6.2, 1.2, -3.2], [0.0, -1.6, 1.4], [1.9, 0.0, 1.4], [-0.3, 0.6, -0.8], [-1.7, -0.7, -0.8], [-0.5, 1.3, -0.9], [0.4, -0.5, 0.9], [0.1, -0.6, -0.1], [0.5, -0.5, 1.9], [0.1, 0.5, 0.6], [-0.9, -0.2, -2.4], [0.8, -2.4, 1.3], [2.3, 2.3, -1.4], [-3.3, 0.0, 0.0]], "homo_ev": -13.98, "orbital_gap_ha": 0.398, "e_tot_ev": -24426.07816, "de_lowest_kcal_mol": 96.26, "spin_multiplicity": 1, "lumo_ev": -3.149, "charge": 1}

---

[3]
{"formula": "C8H12N2O2", "method": "ωB97M-V/def2-TZVPD", "species": ["C", "C", "N", "C", "C", "C", "O", "C", "C", "N", "C", "O", "H", "H", "H", "H", "H", "H", "H", "H", "H", "H", "H", "H"], "positions_angstrom": [[-3.49147, -0.52006, 0.55611], [-1.92331, -0.76778, -0.04569], [-1.32385, -1.93382, -0.34083], [0.13796, -2.02633, -0.24502], [0.96116, -0.91878, -0.33218], [2.51954, -1.34798, -0.11173], [3.10343, -0.42059, 0.86540], [0.32270, 0.35000, -0.37483], [1.20207, 1.54076, -0.45204], [0.58511, 2.80630, 0.10196], [-1.03039, 0.39511, -0.18709], [-1.69640, 1.59339, 0.01093], [-4.05927, 0.47131, 0.00647], [-3.95946, -1.62828, 0.54923], [-3.39341, 0.08487, 1.57118], [0.57796, -3.02035, 0.00352], [2.58330, -2.42195, 0.10900], [3.05938, -1.00494, -0.98267], [2.75799, -0.19556, 1.85878], [1.29034, 1.72646, -1.57618], [2.29751, 1.37512, -0.15210], [0.68814, 3.72326, -0.66907], [0.80908, 2.94654, 1.05783], [-0.92612, 2.22414, 0.04027]], "forces_ev_per_a": [[1.2, 1.2, -1.1], [1.6, 0.5, -0.5], [1.0, 0.1, 2.5], [-2.7, 0.9, -0.7], [0.4, -3.1, 0.9], [-2.7, 3.6, 1.0], [0.1, 0.4, 2.9], [1.2, -1.0, 0.9], [1.3, 2.1, -2.2], [0.4, 1.7, -4.4], [-3.1, 0.5, 1.1], [0.9, -0.9, -0.4], [1.4, -3.5, 0.7], [0.6, 3.1, 0.2], [0.2, -2.2, -1.6], [-0.9, 0.7, -0.7], [0.1, 0.5, 0.0], [0.3, -0.7, -0.3], [0.4, -1.8, -3.9], [0.0, 0.0, 1.2], [-1.9, 0.0, 0.0], [0.0, -3.5, 3.7], [0.5, 0.8, 0.6], [-0.4, 0.7, 0.1]], "smiles": "Cc1ncc(CO)c(CN)c1O", "homo_ev": -8.14, "orbital_gap_ha": 0.313, "e_tot_ev": -15561.31220, "de_lowest_kcal_mol": 129.08, "spin_multiplicity": 1, "lumo_ev": 0.369}

---

[4]
{"formula": "H4O2", "method": "ωB97M-V/def2-TZVPD", "species": ["O", "H", "H", "O", "H", "H"], "positions_angstrom": [[1.42066, -0.11733, 0.35609], [1.41264, 0.78232, 0.77371], [0.77072, -0.61652, 0.84842], [-1.13254, 0.22370, -0.97713], [-1.60416, -0.62076, -0.99777], [-0.86732, 0.34858, -0.00331]], "forces_ev_per_a": [[0.3, 1.5, 0.6], [0.1, -1.2, -0.6], [-0.1, -0.3, 0.2], [0.2, 0.2, 2.2], [0.1, 0.2, 0.0], [-0.6, -0.3, -2.5]], "smiles": "O.O", "homo_ev": -11.14, "orbital_gap_ha": 0.430, "e_tot_ev": -4159.47318, "de_lowest_kcal_mol": 10.74, "spin_multiplicity": 1, "lumo_ev": 0.549}

---

Computed max |F|, in the same sequence as the records: 8.273, 12.126, 5.144, 2.566 eV/Å.